{
  "formula": "C28H25B11Br6F5GaN3PSe",
  "method": "ωB97M-V/def2-TZVPD",
  "multiplicity": 1,
  "orbital_gap_ev": [5.4, 5.4],
  "energy_ev": -602200.324,
  "charge": 2,
  "lumo_energy_ha": [-0.3129, -0.3151],
  "species": ["Ga", "Br", "B", "B", "C", "B", "B", "B", "B", "B", "Br", "B", "Br", "B", "Br", "B", "Br", "B", "Br", "H", "H", "H", "H", "H", "H", "N", "C", "C", "C", "N", "H", "H", "H", "H", "N", "P", "C", "C", "C", "C", "C", "C", "C", "C", "C", "C", "C", "C", "C", "C", "C", "C", "C", "C", "H", "H", "H", "H", "H", "H", "H", "H", "H", "H", "H", "H", "H", "H", "H", "F", "C", "C", "F", "C", "F", "C", "Se", "C", "F", "C", "F"],
  "positions_angstrom": [[0.07492, -1.50194, 1.42051], [2.34640, -0.67662, 2.25174], [1.80932, 0.84817, 3.49673], [2.61505, 1.22927, 5.02276], [2.32078, 2.89102, 5.21714], [2.68280, 2.37791, 3.63540], [1.49565, 3.66878, 3.94118], [0.69838, 3.32354, 5.49089], [1.38620, 1.82315, 6.16971], [1.01224, 0.47627, 5.06909], [0.68077, -1.39461, 5.51532], [-0.21164, 1.79147, 5.38134], [-1.89926, 1.40999, 6.29999], [-0.14371, 2.95947, 3.95308], [-1.73185, 3.87922, 3.28373], [1.11524, 2.33909, 2.80661], [0.81489, 2.49460, 0.83909], [0.07447, 1.19435, 3.72122], [-1.33738, 0.02739, 2.77727], [3.59942, 0.74760, 5.41521], [3.08154, 3.46129, 5.72635], [3.71467, 2.62548, 3.15285], [1.76254, 4.76814, 3.65500], [0.42617, 4.19503, 6.21469], [1.56918, 1.74189, 7.32065], [-0.29147, -4.02500, 3.40809], [0.26170, -5.23749, 3.46895], [1.18695, -5.32874, 2.44403], [1.13585, -4.10251, 1.80146], [0.24064, -3.31090, 2.40602], [-0.96475, -3.63185, 4.05382], [-0.01331, -5.95832, 4.21380], [1.81413, -6.16076, 2.20101], [1.68735, -3.74327, 0.94579], [0.34091, -1.52170, -0.36227], [-0.76693, -1.41398, -1.51020], [-1.94173, -0.03221, -1.33534], [-2.90307, -0.15378, -0.33478], [-3.82026, 0.86053, -0.13362], [-3.76342, 2.00926, -0.90834], [-2.80779, 2.13023, -1.90157], [-1.90431, 1.10621, -2.12576], [0.19782, -1.24994, -3.04685], [-0.38011, -1.39167, -4.29266], [0.40976, -1.30099, -5.43641], [1.77775, -1.06386, -5.34519], [2.37004, -0.91557, -4.10723], [1.58795, -0.99975, -2.94198], [-1.84904, -2.86178, -1.67081], [-1.52292, -4.04117, -1.01195], [-2.38931, -5.11908, -1.06722], [-3.58183, -5.00934, -1.76516], [-3.90554, -3.83392, -2.42441], [-3.04057, -2.75726, -2.38424], [-2.94874, -1.06217, 0.26469], [-4.58270, 0.75237, 0.62012], [-4.47435, 2.80168, -0.74489], [-2.77098, 3.01959, -2.50907], [-1.18674, 1.16558, -2.92426], [-1.43617, -1.59228, -4.38917], [-0.04522, -1.41412, -6.40677], [2.37800, -1.02011, -6.24134], [3.43568, -0.75517, -4.02748], [2.06537, -1.19490, -1.98416], [-0.58916, -4.10328, -0.45742], [-2.13700, -6.04088, -0.56556], [-4.26398, -5.84302, -1.79654], [-4.83744, -3.75239, -2.95969], [-3.30000, -1.83392, -2.88279], [1.70030, 5.61962, -6.20053], [1.66773, 4.65843, -5.29859], [2.44798, 4.74712, -4.13988], [3.22019, 5.80232, -3.94358], [2.41120, 3.72095, -3.20483], [3.12892, 3.78304, -2.08185], [1.59724, 2.60132, -3.38376], [1.56900, 1.32251, -1.99483], [0.82020, 2.54022, -4.53752], [0.05011, 1.46393, -4.74114], [0.85172, 3.54210, -5.49650], [0.10758, 3.43014, -6.58721]],
  "atomic_forces_ev_per_a": [[0.4, 0.1, 0.5], [-0.2, 0.5, 0.3], [-0.4, 0.0, 0.0], [-0.2, 0.1, -0.2], [-0.4, -0.3, -0.3], [-0.2, -0.2, 0.1], [-0.1, -0.4, -0.1], [-0.2, -0.3, -0.2], [-0.1, -0.1, -0.3], [-0.2, 0.2, -0.3], [0.1, 0.1, 0.2], [-0.1, -0.1, -0.3], [0.5, 0.1, -0.3], [-0.1, -0.3, 0.0], [0.3, -0.2, 0.2], [-0.2, -0.1, 0.0], [0.0, 0.2, 0.5], [0.3, 0.0, 0.0], [0.5, 0.2, 0.0], [0.3, -0.2, 0.1], [0.0, 0.0, 0.0], [0.3, 0.0, -0.2], [0.0, 0.2, -0.1], [-0.1, 0.2, 0.1], [0.0, -0.1, 0.2], [-0.2, 0.2, 0.2], [0.3, -0.1, -0.3], [-0.1, 0.0, 0.1], [-0.1, -0.2, 0.3], [0.0, 0.9, -1.0], [0.1, 0.2, -0.2], [-0.1, 0.0, 0.2], [0.1, -0.2, 0.0], [0.0, 0.0, 0.0], [-0.7, -0.1, 0.1], [0.0, -0.2, 1.0], [0.4, -0.4, -0.2], [0.0, -0.2, 0.0], [0.0, -0.1, 0.1], [0.0, 0.0, 0.0], [0.0, 0.1, 0.0], [0.0, -0.2, 0.0], [-0.6, 0.1, -0.2], [0.1, 0.0, 0.4], [0.3, 0.0, 0.0], [0.0, 0.0, -0.1], [0.1, 0.2, -0.3], [0.2, 0.5, 0.4], [0.3, 0.5, 0.0], [0.3, 0.1, 0.1], [0.0, 0.0, 0.0], [0.0, -0.1, 0.0], [0.0, 0.0, -0.1], [0.1, -0.1, 0.0], [-0.1, 0.1, -0.1], [-0.1, 0.0, 0.1], [-0.1, 0.1, 0.0], [0.0, 0.1, -0.1], [0.0, 0.1, -0.1], [-0.1, 0.0, 0.0], [-0.1, 0.0, -0.2], [0.0, 0.0, -0.1], [0.1, 0.0, 0.0], [0.0, 0.0, 0.0], [-0.1, 0.0, -0.1], [0.0, -0.1, 0.0], [-0.1, -0.1, 0.0], [-0.1, 0.0, -0.1], [-0.1, 0.1, 0.0], [0.0, -0.3, 0.4], [0.1, 0.0, 0.1], [0.1, 0.0, 0.1], [-0.1, -0.1, 0.0], [0.2, 0.0, 0.1], [0.0, 0.3, -0.5], [0.1, -0.2, 0.1], [-0.1, -0.7, -0.5], [-0.2, 0.1, -0.2], [0.1, 0.3, -0.1], [-0.1, -0.3, 0.2], [0.1, 0.1, 0.1]],
  "lowdin_charge": [0.1543, 0.9976, -0.7406, -0.2243, 0.0654, -0.2193, -0.2166, -0.2230, -0.2121, -0.8643, 0.8726, -0.8524, 0.8725, -0.8597, 0.8695, -0.7991, 0.8174, -0.7999, 0.9954, 0.1660, 0.1962, 0.1652, 0.1680, 0.1693, 0.1697, 0.0429, -0.0218, -0.0032, -0.1376, -0.0731, 0.1644, 0.1427, 0.1176, 0.1159, -0.2591, 0.8262, -0.3032, -0.1322, -0.0536, -0.0388, -0.0446, -0.0981, -0.2855, -0.0387, 0.0027, -0.0266, -0.0432, -0.2645, -0.2993, -0.0810, -0.0573, -0.0467, -0.0475, -0.0839, 0.1014, 0.1184, 0.1189, 0.1157, 0.0571, 0.1175, 0.1318, 0.1275, 0.1317, 0.0817, 0.0822, 0.1125, 0.1172, 0.1175, 0.1109, 0.1879, -0.0935, -0.1179, 0.1668, -0.2297, 0.0932, -0.3915, 1.1884, -0.2118, 0.0880, -0.1215, 0.1589]
}